Record 1
3 unconnected molecules or ions with the total composition C15H12F17N2O7, computed with ωB97M-V with the def2-TZVPD basis set.

The calculated total energy is -79253.2538 eV. As for the charge: -1. The value obtained for the LUMO energy is 1.895 eV.

Last column: natural (NBO) charge in e.
Element x y z (Å)
O 5.8918 6.0079 -1.6638  -0.263
N 5.4669 6.8561 -2.4540  0.367
O 4.2092 7.2265 -2.1394  -0.410
C 3.2064 6.4360 -2.8702  0.210
N 1.8723 7.0405 -2.4149  -0.638
C 0.7921 5.9797 -2.4106  0.663
O -0.4279 6.1125 -2.9464  -0.583
C 1.5435 4.7275 -1.6648  0.114
F 1.9167 5.2131 -0.2880  -0.386
C 2.9978 4.8365 -2.4508  -0.392
C 3.2125 3.9381 -3.8274  0.717
O 2.7712 4.2908 -5.0374  -0.733
O 3.9960 2.6897 -3.6716  -0.813
H 3.1803 6.6648 -4.0292  0.232
H 1.5444 7.6438 -3.2085  0.383
H 0.9873 3.6997 -1.7214  0.239
H 3.7535 4.4159 -1.6419  0.290
C -2.9532 0.2098 -2.2583  -0.142
C -2.6727 -1.0605 -1.4403  0.593
C -2.0359 -0.8285 -0.0772  0.518
F -0.8494 -0.1832 -0.1526  -0.311
F -1.7812 -2.0138 0.5426  -0.339
F -1.9402 -1.9200 -2.1969  -0.310
F -3.8784 -1.6844 -1.2417  -0.333
O -1.9627 0.5790 -3.2245  -0.505
C -0.8394 1.2886 -2.7028  0.844
C 0.4649 0.4812 -2.7625  0.496
F 0.3429 -0.7235 -2.1476  -0.329
F 1.4744 1.1372 -2.1306  -0.304
F -1.1380 1.7293 -1.4580  -0.324
F -0.7170 2.4058 -3.4728  -0.305
H -3.8483 0.0008 -2.8593  0.226
H -3.2427 1.0583 -1.6265  0.212
H -2.6928 -0.2551 0.5755  0.146
H 0.7675 0.2987 -3.7969  0.172
C -0.9399 -6.2777 3.1869  -0.145
C -2.3655 -5.7600 3.4342  0.594
C -2.5345 -4.2502 3.3382  0.510
F -1.7532 -3.5756 4.2125  -0.321
F -3.8164 -3.8906 3.6238  -0.327
F -2.8091 -6.2401 4.6259  -0.314
F -3.1718 -6.3356 2.4849  -0.328
O -0.1351 -6.5116 4.3482  -0.508
C 0.4927 -5.3528 4.8963  0.846
C -0.0670 -4.9561 6.2697  0.500
F -1.4145 -4.7904 6.2382  -0.317
F 0.4582 -3.7737 6.6877  -0.320
F 0.4360 -4.3513 3.9871  -0.313
F 1.8121 -5.6692 5.0183  -0.319
H -1.0451 -7.2707 2.7299  0.229
H -0.4057 -5.6871 2.4329  0.218
H -2.3114 -3.8885 2.3354  0.159
H 0.1582 -5.7175 7.0209  0.155



Record 2
3 unconnected molecules or ions with the total composition C3H13NO4, computed with ωB97M-V with the def2-TZVPD basis set.

The calculated total energy is -13000.7075 eV. The SMILES is NC(CO)CO.O.O. As for the relative energy (zero: lowest compared OMol25 entry of this formula, charge and spin): 237.2 kJ/mol. The value obtained for the LUMO energy is 0.410 eV.

Last column: natural (NBO) charge in e.
Element x y z (Å)
N 2.2429 -0.7782 0.1325  -0.882
C 0.8199 -0.4570 0.0230  -0.111
C 0.6320 0.9152 0.6635  -0.059
O -0.7970 1.2134 0.6884  -0.770
C 0.3180 -0.6734 -1.3958  -0.073
O 0.4038 -2.0457 -1.8456  -0.727
H 2.4433 -1.7307 0.3678  0.380
H 2.8962 -0.2299 -0.3912  0.380
H 0.2231 -1.1456 0.6223  0.205
H 1.0732 1.7512 0.1240  0.182
H 0.9501 0.7466 1.6879  0.181
H -0.9438 2.1595 0.6116  0.477
H 0.9460 -0.1844 -2.1432  0.169
H -0.7405 -0.4249 -1.4055  0.198
H 0.8344 -2.5814 -1.1837  0.456
O -1.6325 -0.9450 2.8185  -0.946
H -0.9251 -0.3149 2.6657  0.473
H -2.4695 -0.5197 2.6265  0.474
O -1.9288 1.5512 -1.7424  -0.985
H -2.0714 1.3321 -0.8160  0.498
H -2.2742 2.3616 -2.1081  0.481



Record 3
A molecular structure, C11H16O5PPb, computed with ωB97M-V with the def2-TZVPD basis set.

The calculated total energy is -36403.8333 eV. As for the charge: +3. As for the relative energy (zero: lowest compared OMol25 entry of this formula, charge and spin): 0.0 kJ/mol. The value obtained for the LUMO energy (alpha / beta) is -14.496 / -14.497 eV.

Last column: Löwdin charge in e.
Element x y z (Å)
O 3.8559 -3.4714 1.8250  0.040
C 3.4336 -2.6156 2.4446  -0.014
Pb 0.1695 -0.1818 -0.4813  1.135
C -1.5667 1.5422 -0.9636  -0.034
O -2.5011 2.1944 -1.1349  0.241
C -1.8929 -1.1696 -1.9724  -0.062
O -2.5923 -1.9061 -2.5132  0.237
C -1.4193 -0.6632 1.5259  -0.028
O -2.0673 -0.9491 2.4232  0.217
C 1.4333 0.6603 -2.6069  0.000
O 2.1344 1.0110 -3.4370  0.213
H -0.5243 -1.6447 -1.1897  0.016
C 3.2386 2.9896 0.1767  -0.102
C 2.7464 2.3367 1.4647  -0.356
P 1.0104 1.7419 1.4530  0.974
C 0.7631 1.0610 3.1485  -0.365
C 1.4010 1.8455 4.2915  -0.079
C 0.0032 3.2924 1.3915  -0.357
C 0.5068 4.4585 2.2249  -0.075
H 3.1045 2.3316 -0.6864  0.055
H 4.3085 3.2207 0.2691  0.115
H 2.7055 3.9159 -0.0536  0.087
H 3.3708 1.4633 1.7033  0.112
H 2.8626 3.0366 2.2999  0.102
H -0.3232 0.9747 3.3068  0.080
H 1.1830 0.0393 3.1070  0.092
H 0.8770 2.7805 4.5180  0.083
H 1.3316 1.2410 5.1990  0.115
H 2.4671 2.0465 4.1412  0.090
H -0.0594 3.5743 0.3299  0.086
H -1.0103 3.0037 1.6988  0.099
H 1.5323 4.7490 1.9828  0.090
H -0.1056 5.3283 1.9979  0.114
H 0.4086 4.2999 3.2988  0.081



Record 4
A molecular structure, C29H21I2N6O9SZn, computed with ωB97M-V with the def2-TZVPD basis set.

The calculated total energy is -133236.5167 eV. As for the charge: -1. As for the relative energy (zero: lowest compared OMol25 entry of this formula, charge and spin): 6.7 kJ/mol. The value obtained for the LUMO energy is 1.335 eV.

Last column: Löwdin charge in e.
Element x y z (Å)
Zn -0.0900 -0.7203 1.6929  0.636
N 1.4261 0.5793 3.0165  0.030
N 0.9650 1.8895 2.7854  0.000
C 0.4055 2.1439 1.5089  -0.741
O 0.2018 3.3155 1.1989  0.003
O 0.1508 1.1064 0.8063  -0.146
H 1.3697 0.3539 4.0010  0.096
H 2.3687 0.4217 2.6743  0.094
H 1.5464 2.6484 3.1104  0.126
I 0.1332 -3.0306 6.2239  0.868
C -0.9937 -1.3659 5.6857  -0.665
C -1.6360 -0.6194 6.6865  -0.251
C -2.3643 0.4976 6.3834  -0.687
I -3.2695 1.5523 7.9458  0.853
C -2.4853 0.9247 5.0336  -0.214
C -3.1660 2.0863 4.6045  -0.049
C -3.1919 2.4135 3.2791  -0.036
C -2.5492 1.5683 2.3564  -0.120
N -1.9274 0.4765 2.7199  0.113
C -1.8619 0.1515 4.0313  -0.142
C -1.0730 -1.0354 4.3335  -0.464
O -0.4983 -1.6870 3.3964  -0.152
H -1.5358 -0.9377 7.7154  0.068
H -3.6494 2.7175 5.3387  0.054
H -3.6826 3.3125 2.9327  0.104
H -2.5290 1.8103 1.2997  0.104
N -1.1385 -1.4629 0.0493  -0.314
S -1.7232 -0.3289 -0.8875  1.064
C -0.5125 0.2288 -2.0949  -0.370
C -0.1558 1.5711 -2.0751  -0.073
C 0.7889 2.0291 -2.9853  -0.065
C 1.3699 1.1497 -3.8876  -0.082
C 1.0133 -0.1941 -3.8877  -0.077
C 0.0651 -0.6601 -2.9916  -0.068
C -2.8446 -1.1265 -2.0431  -0.385
C -3.5561 -0.3314 -2.9308  -0.084
C -4.4367 -0.9244 -3.8218  -0.084
C -4.6060 -2.3031 -3.8166  -0.092
C -3.9016 -3.0869 -2.9137  -0.076
C -3.0192 -2.4987 -2.0170  -0.072
H -0.5497 -2.1383 -0.4469  -0.001
H -0.5749 2.2352 -1.3290  0.104
H 1.0776 3.0730 -2.9743  0.110
H 2.1094 1.5101 -4.5927  0.106
H 1.4789 -0.8820 -4.5820  0.109
H -0.1973 -1.7096 -2.9739  0.118
H -3.4143 0.7438 -2.9281  0.114
H -4.9930 -0.3097 -4.5181  0.102
H -5.2955 -2.7655 -4.5115  0.099
H -4.0402 -4.1604 -2.9014  0.104
H -2.4853 -3.0945 -1.2873  0.107
O 1.3120 -2.8345 -0.8952  0.003
C 1.8693 -1.9306 -0.2587  -0.617
O 1.6804 -1.5794 0.9396  -0.052
C 2.8903 -1.0930 -1.0192  -0.078
C 3.5167 -1.5952 -2.1494  0.068
C 4.4025 -0.7861 -2.8389  -0.128
C 4.6752 0.5167 -2.4682  0.070
C 4.0248 0.9803 -1.3426  -0.115
C 3.1422 0.2087 -0.6110  0.089
N 4.2831 2.3667 -0.9092  -0.344
O 4.8261 3.1121 -1.7032  0.069
O 3.9034 2.6901 0.1952  0.093
N 5.0666 -1.3167 -4.0445  -0.351
O 4.8438 -2.4696 -4.3529  0.076
O 5.7730 -0.5588 -4.6819  0.068
H 3.2957 -2.5968 -2.4871  0.134
H 5.3510 1.1397 -3.0309  0.128
H 2.6213 0.6095 0.2457  0.112